1.
The following is a quantum chemistry calculation of a structure of composition C20H24F3O24Pb, from the OMol25 dataset.

Properties
HOMO (eV): -2.89
Net charge: -1
Gap between HOMO and LUMO (eV): 4.8

Positions of all 72 atoms, in Å:
Pb  0.22  -1.09  0.06
O  -1.17  0.27  4.14
C  -1.00  -1.06  3.83
O  -1.32  -1.99  4.59
O  -0.52  -1.35  2.69
H  -1.46  0.26  5.06
O  2.51  -2.42  -3.59
C  1.80  -2.18  -2.46
O  1.96  -1.07  -1.89
O  0.97  -3.02  -2.05
H  3.01  -1.59  -3.56
O  0.33  -5.24  -0.53
C  0.03  -4.81  0.71
O  -0.65  -5.54  1.49
O  0.20  -3.60  1.05
H  0.60  -4.43  -1.01
C  5.97  0.45  3.42
C  5.18  -0.87  3.25
C  3.93  -0.98  4.12
O  2.88  -1.25  3.20
C  3.35  -1.10  1.94
O  2.66  -1.27  0.98
O  4.64  -0.80  1.94
H  6.81  0.40  2.73
H  6.34  0.54  4.45
H  5.40  1.34  3.17
H  5.89  -1.68  3.43
H  3.82  -0.08  4.72
H  4.09  -1.87  4.74
C  -3.28  -1.59  -5.09
C  -3.75  -1.95  -3.70
C  -3.77  -3.44  -3.41
O  -3.18  -3.55  -2.13
C  -2.60  -2.42  -1.77
O  -1.94  -2.23  -0.79
O  -2.82  -1.50  -2.72
H  -3.63  -0.60  -5.36
H  -3.73  -2.36  -5.71
H  -2.20  -1.73  -5.08
H  -4.66  -1.41  -3.42
H  -3.15  -4.00  -4.11
H  -4.81  -3.74  -3.42
C  2.97  2.86  3.29
C  1.69  3.72  3.23
O  0.85  2.91  2.46
C  1.50  1.89  1.86
O  1.05  1.17  1.03
O  2.77  1.90  2.27
F  2.01  4.88  2.54
H  3.19  2.39  4.24
H  3.85  3.41  2.94
H  1.33  4.07  4.19
C  -3.39  3.18  1.15
C  -4.36  2.36  0.32
O  -3.69  1.15  0.18
C  -2.42  1.27  0.62
O  -1.69  0.34  0.77
O  -2.13  2.53  0.93
F  -4.48  2.99  -0.89
H  -3.66  3.00  2.19
H  -3.35  4.23  0.90
H  -5.36  2.26  0.75
C  -1.63  2.41  -4.64
C  -0.48  3.23  -4.03
O  0.01  2.45  -2.97
C  -0.68  1.31  -2.89
O  -0.58  0.47  -2.05
O  -1.47  1.17  -3.98
F  -0.94  4.41  -3.56
H  -1.59  2.38  -5.73
H  -2.58  2.83  -4.30
H  0.28  3.42  -4.79

These are the Mulliken partial charges, in e, on atoms 1 to 6: Pb 4.31; O -0.41; C 0.30; O -0.72; O -0.73; H 0.24

---

2.
The following is a quantum chemistry calculation of a structure of composition C20H24F5N3O4PtS2, from the OMol25 dataset.

Properties
HOMO (alpha / beta) (eV): -13.59 / -13.71
Net charge: +2
Spin multiplicity: 5
Gap between HOMO and LUMO (alpha / beta) (eV): 7.0 / 3.8

Positions of all 59 atoms, in Å:
Pt  -0.76  -0.87  0.35
C  -0.43  -3.98  1.95
O  -0.40  -2.57  2.19
C  0.69  -2.16  3.00
C  0.68  -0.65  3.08
O  0.74  0.00  1.80
C  2.05  0.16  1.22
C  2.56  -1.09  0.52
O  1.44  -1.83  0.03
C  1.82  -2.88  -0.86
H  -0.59  -4.51  2.89
H  -1.24  -4.18  1.26
H  0.51  -4.31  1.51
H  0.59  -2.57  4.01
H  1.63  -2.54  2.58
H  -0.26  -0.31  3.51
H  1.50  -0.29  3.70
H  1.94  0.99  0.52
H  2.74  0.47  2.01
H  3.20  -0.79  -0.32
H  3.16  -1.72  1.18
H  2.44  -3.61  -0.35
H  0.91  -3.35  -1.21
H  2.37  -2.47  -1.71
N  3.27  6.53  -6.43
C  2.80  5.63  -5.89
C  2.22  4.50  -5.21
C  1.45  3.58  -5.92
C  0.89  2.50  -5.28
C  1.11  2.33  -3.92
C  1.87  3.23  -3.20
C  2.42  4.32  -3.85
N  0.53  1.19  -3.25
C  0.17  0.00  -3.82
C  -0.33  -0.77  -2.82
N  -0.27  -0.07  -1.65
C  0.25  1.11  -1.93
H  1.28  3.73  -6.98
H  0.26  1.81  -5.83
H  2.06  3.10  -2.14
H  3.02  5.04  -3.30
H  0.30  -0.20  -4.87
H  -0.74  -1.77  -2.88
H  0.36  1.93  -1.24
C  -3.31  -0.59  5.81
O  -4.54  -0.71  5.03
C  -4.61  -1.49  4.02
S  -5.95  -1.75  3.04
S  -3.52  -2.49  3.23
H  -3.64  -0.40  6.82
H  -2.76  0.25  5.40
H  -2.74  -1.52  5.75
F  -3.59  -0.71  0.96
C  -2.55  0.12  0.57
F  -2.95  0.68  -0.59
C  -2.53  1.24  1.62
F  -2.33  0.70  2.85
F  -1.53  2.09  1.39
F  -3.67  1.92  1.66

These are the Mulliken partial charges, in e, on atoms 1 to 6: Pt 1.16; C -1.11; O 0.16; C -0.48; C -0.68; O -0.35

---

3.
The following is a quantum chemistry calculation of a cluster of 8 separate species, C20H24F6N2O22 in total, from the OMol25 dataset.

Properties
SMILES string: O=C1OC[C@@H](F)O1.O=C1OC[C@@H](F)O1.O=C1OC[C@@H](F)O1.O=C1OC[C@@H](F)O1.O=C1OC[C@@H](F)O1.O=C1OC[C@@H](F)O1.C[N+](=O)[O-].C[N+](=O)[O-]
HOMO (eV): -11.07
Net charge: 0
Gap between HOMO and LUMO (eV): 10.9

Positions of all 74 atoms, in Å:
O  1.72  -2.15  -2.39
C  2.79  -2.26  -1.93
O  3.76  -1.35  -1.94
C  4.99  -1.88  -1.43
C  4.63  -3.38  -1.33
F  5.10  -3.91  -0.14
O  3.24  -3.38  -1.27
H  5.84  -1.69  -2.08
H  5.13  -1.42  -0.45
H  5.07  -3.90  -2.19
O  -1.83  2.08  0.87
C  -1.27  1.47  0.01
O  -1.71  0.28  -0.44
C  -0.65  -0.34  -1.20
C  0.21  0.84  -1.52
F  -0.15  1.34  -2.77
O  -0.07  1.78  -0.52
H  -0.25  -1.07  -0.50
H  -0.99  -0.84  -2.10
H  1.27  0.64  -1.60
O  -1.67  7.31  1.58
C  -2.43  6.40  1.58
O  -2.91  5.78  2.65
C  -3.58  4.58  2.25
C  -3.92  4.87  0.79
F  -5.20  5.33  0.63
O  -2.98  5.83  0.44
H  -2.85  3.78  2.26
H  -4.45  4.49  2.89
H  -3.77  4.01  0.14
O  3.26  2.93  -7.24
C  3.15  2.08  -6.43
O  2.20  1.12  -6.38
C  2.18  0.64  -5.06
C  3.64  0.79  -4.63
F  4.38  -0.26  -5.10
O  3.99  1.96  -5.37
H  1.53  1.26  -4.44
H  1.97  -0.42  -4.99
H  3.82  0.81  -3.55
O  1.72  -0.76  0.91
C  2.76  -0.49  1.41
O  3.69  -1.32  1.87
C  4.64  -0.56  2.63
C  4.48  0.84  2.04
F  5.32  0.95  0.97
O  3.13  0.81  1.63
H  4.27  -0.65  3.65
H  5.65  -0.96  2.57
H  4.62  1.69  2.71
O  -6.19  -4.00  2.24
C  -5.65  -3.03  1.85
O  -4.50  -3.03  1.16
C  -4.13  -1.75  0.72
C  -5.12  -0.85  1.49
F  -5.78  -0.06  0.56
O  -6.04  -1.72  2.05
H  -3.08  -1.52  0.88
H  -4.30  -1.66  -0.35
H  -4.64  -0.17  2.19
C  -0.67  -5.97  -0.58
N  -0.68  -4.62  0.06
O  -1.21  -3.71  -0.54
O  -0.20  -4.50  1.18
H  -1.60  -6.12  -1.12
H  -0.67  -6.66  0.27
H  0.27  -6.09  -1.10
C  -2.56  1.33  4.01
N  -3.03  2.13  5.15
O  -3.33  1.52  6.15
O  -3.18  3.31  4.99
H  -1.47  1.29  4.08
H  -2.77  1.85  3.08
H  -2.97  0.33  4.08

These are the Mulliken partial charges, in e, on atoms 1 to 6: O -0.47; C 0.57; O -0.24; C -0.18; C 0.31; F -0.31

---

Ordered maximum force results: 4.75, 0.52, 1.85; unit eV/Å.